No. 1
{
  "formula": "C3H4F2N2",
  "method": "wB97M-V/def2-TZVPD",
  "de_lowest_kj_mol": 32.06,
  "smiles": "N#CC(F)(F)CN",
  "species": ["F", "H", "N", "C", "F", "H", "H", "N", "H", "C", "C"],
  "positions_angstrom": [[-1.58480, -0.65326, -0.24655], [1.25704, 0.75143, 0.39544], [-1.38611, 0.97732, 2.66081], [0.48965, 0.49688, -0.33568], [0.04849, -1.47157, 0.95495], [-0.01532, 1.46239, -0.78210], [0.76975, -1.39702, -1.44913], [0.99443, -0.36302, -1.32270], [0.97170, 0.08619, -2.19323], [-0.55283, -0.27462, 0.56684], [-0.99198, 0.38527, 1.75135]]
}

---

No. 2
{
  "formula": "C12H39NO11",
  "method": "wB97M-V/def2-TZVPD",
  "de_lowest_kj_mol": 103.23,
  "species": ["H", "H", "H", "H", "C", "H", "O", "C", "H", "C", "H", "C", "C", "H", "H", "O", "C", "H", "O", "H", "H", "H", "C", "H", "H", "H", "H", "N", "H", "H", "O", "H", "H", "H", "H", "C", "H", "C", "C", "H", "H", "O", "H", "H", "H", "H", "H", "H", "H", "O", "O", "C", "O", "H", "H", "O", "H", "O", "C", "H", "H", "O", "H"],
  "positions_angstrom": [[-18.61793, -0.34022, 25.84366], [-12.93134, 1.49006, 22.87146], [-14.76293, 3.92177, 21.69923], [-18.50145, 4.15712, 26.25258], [-17.65614, 3.87601, 19.79025], [-13.62356, 4.96718, 18.35119], [-16.26711, 0.27879, 27.58440], [-14.08448, 1.26574, 27.04230], [-14.56738, -0.71432, 28.03621], [-16.79131, 3.45783, 20.97807], [-16.96164, 2.98631, 23.67988], [-15.47082, 4.22824, 20.91848], [-16.83440, 5.13183, 26.32332], [-13.24323, 1.08385, 25.25658], [-16.00534, 7.51634, 25.15453], [-16.09868, 6.76935, 24.55720], [-13.91401, 5.15872, 19.38405], [-13.08913, 5.10179, 20.09487], [-16.23719, 0.21450, 22.60396], [-17.45993, 2.01018, 24.90562], [-16.94419, 0.14809, 21.95550], [-18.99732, 2.16964, 25.69950], [-13.92278, -0.16728, 23.23958], [-17.34990, -1.77686, 23.90965], [-18.82034, -0.06897, 23.81669], [-18.51435, -3.18676, 25.71430], [-17.51309, 4.76146, 22.26498], [-17.50184, 3.73832, 22.23006], [-18.49722, 3.55570, 22.11591], [-14.37833, 6.14839, 19.33180], [-18.23540, -1.17803, 26.18516], [-18.50444, 3.19418, 19.74085], [-14.89323, -0.58582, 26.36172], [-17.05537, 3.80562, 18.88064], [-17.15860, 5.91976, 27.00735], [-14.90483, 0.00782, 27.28497], [-16.86407, -0.30502, 27.09102], [-15.76654, 5.62004, 25.33930], [-18.43345, -1.95356, 23.94861], [-14.78004, 1.98154, 26.59173], [-13.76388, 1.73924, 27.96983], [-19.10408, -0.86499, 23.32278], [-13.04587, -0.71847, 22.90473], [-14.28922, -0.55055, 24.19120], [-14.89898, 5.91942, 25.93767], [-18.60014, -2.86808, 23.36967], [-15.71335, 5.27877, 21.13926], [-16.33002, 4.29874, 26.82786], [-16.22166, 1.55233, 23.93124], [-16.61930, 2.33161, 24.38391], [-13.01414, 0.91921, 26.18224], [-18.82360, -2.19168, 25.39325], [-14.83216, 4.11764, 19.67090], [-14.60808, 0.10933, 21.25909], [-16.56510, 2.39388, 20.87817], [-17.93373, 4.58903, 25.60511], [-15.16618, -1.38202, 21.90150], [-13.69720, 1.24667, 23.40183], [-15.00416, -0.33593, 22.17912], [-15.46469, 4.79442, 24.69727], [-17.93181, 4.93204, 19.82599], [-18.77193, 1.30238, 25.36914], [-19.91982, -2.16221, 25.42682]]
}

---

No. 3
{
  "formula": "C9H30O6",
  "method": "wB97M-V/def2-TZVPD",
  "de_lowest_kj_mol": 490.91,
  "smiles": "CCO.CCO.CCO.CO.CO.CO",
  "species": ["H", "H", "H", "H", "H", "H", "H", "H", "H", "C", "O", "H", "H", "H", "H", "H", "H", "H", "H", "H", "C", "H", "C", "H", "H", "H", "H", "H", "C", "C", "C", "H", "O", "H", "O", "H", "H", "O", "C", "H", "C", "C", "O", "O", "H"],
  "positions_angstrom": [[21.77600, -0.34100, 7.97000], [21.35400, 1.94800, 8.81700], [26.51700, 1.63700, 4.65900], [25.16300, -2.75600, 5.25200], [24.11800, -2.67800, 7.24900], [23.60900, -3.09500, 4.65800], [24.97800, 2.62600, 4.45400], [22.02200, 0.24600, 6.26900], [22.32100, -2.20300, 13.05400], [21.86000, 1.84500, 7.91100], [23.62800, -3.30800, 6.67200], [25.29400, -0.24500, 3.87600], [24.10400, 0.58900, 9.70100], [22.28600, -0.57400, 12.25400], [21.36800, 2.61800, 7.32900], [22.88100, 1.98300, 8.07800], [23.69000, -1.13600, 10.05500], [24.47900, 0.25200, 5.81300], [22.08800, -0.63100, 14.06000], [21.77900, -4.55500, 11.47200], [21.61500, 0.53500, 7.24000], [24.45900, -4.45000, 5.17700], [21.89300, -1.12900, 13.05100], [19.96600, -0.71400, 13.26700], [22.63000, -3.21100, 10.80500], [19.98400, -0.53700, 6.89800], [25.21200, -0.63200, 10.09400], [23.88000, 0.52300, 3.40000], [25.35100, 1.65200, 4.68000], [24.32600, -0.47800, 9.60900], [21.72100, -3.77800, 10.61000], [24.78000, 0.06100, 7.75900], [20.20700, 0.34600, 7.20000], [20.36100, -2.55300, 11.65900], [20.51200, -1.37300, 12.79400], [25.52000, 1.27400, 2.71300], [21.04800, -4.90800, 8.85800], [20.42600, -3.15200, 10.86400], [21.85500, -4.23000, 9.17400], [22.82800, -4.64800, 8.83600], [24.28100, -3.40900, 5.38900], [24.98100, 0.73200, 3.56300], [24.84100, 1.09500, 5.92100], [24.70900, -0.73600, 8.28100], [21.70100, -3.36600, 8.54300]]
}

---

No. 4
{
  "formula": "C3H7NS",
  "method": "wB97M-V/def2-TZVPD",
  "de_lowest_kj_mol": 118.47,
  "smiles": "CC(C)=NS",
  "species": ["H", "C", "C", "N", "H", "H", "H", "C", "H", "H", "H", "S"],
  "positions_angstrom": [[1.64474, 1.15348, -0.88484], [0.12214, 0.10873, 0.00611], [-0.11987, -1.19620, 0.69148], [-0.78770, 0.58791, -0.84027], [0.97319, 1.84879, 0.50990], [-2.72369, 0.77947, -2.03415], [-0.98751, -0.98246, 1.42172], [1.41350, 0.91752, 0.19829], [-0.18533, -2.05029, -0.03530], [0.72895, -1.56829, 1.24257], [2.18905, 0.52574, 0.86589], [-2.26749, -0.12439, -1.14141]]
}